#w
The following is a DFT calculation (ωB97M-V/def2-TZVPD) of a gas-phase ion, C9H12N3 (charge +1).

Results
frontier orbital gap (alpha / beta)	5.102 / 8.863	eV

Structure (ORCA input):
```
! wB97M-V def2-TZVPD RIJCOSX def2/J DEFGRID3
* xyz 1 1
C 1.2300 -2.8487 -1.8642
C 0.6112 -3.1613 -0.6421
C 1.4082 -1.4918 -2.1078
C 0.0962 -2.2320 0.2956
C 0.9450 -0.5480 -1.1595
C 0.0903 -0.9167 0.0058
C 1.3275 0.7397 -1.3381
C -0.9865 1.9915 2.0923
C -0.6990 0.1225 0.7893
N -0.1680 0.8123 1.8252
N -1.2412 2.3689 0.6043
N -1.0964 1.3149 -0.1696
H 1.6217 -3.6573 -2.4238
H 0.5992 -4.1564 -0.2398
H 2.0708 -1.0686 -2.9587
H -0.4550 -2.6312 1.2776
H 0.9504 1.6609 -0.8999
H 1.6815 0.9348 -2.3411
H -1.7811 1.7788 2.7231
H -0.3445 2.7850 2.5050
H -1.6305 -0.3653 0.9536
H 0.6598 1.2490 1.5068
H -2.0026 2.9804 0.3119
H -1.7780 1.2614 -0.8988
*
```



#x
The following is a DFT calculation (ωB97M-V/def2-TZVPD) of 2 unconnected molecules or ions with the total composition C9H12N3.

Results
frontier orbital gap	7.564	eV

Structure (ORCA input):
```
! wB97M-V def2-TZVPD RIJCOSX def2/J DEFGRID3
* xyz 1 1
C -0.3636 2.0361 -1.9352
C -0.4417 3.0681 -0.9137
C -0.4014 0.7272 -1.6123
C -0.5801 2.7040 0.3858
C -0.6344 0.3733 -0.1892
C 1.8214 -0.8916 0.5783
C -1.0682 -2.2588 -0.1112
C -1.1393 -1.7198 1.3708
C -0.4988 -0.9762 0.2790
N -0.7978 1.3609 0.7103
N 2.2078 -0.4466 1.6373
N 2.3310 -1.3510 -0.5347
H -0.2458 2.2691 -2.9045
H -0.2276 4.0754 -1.3405
H -0.3037 -0.1750 -2.1344
H -0.6056 3.3033 1.1809
H -0.3696 -3.2138 -0.2155
H -2.0281 -2.4016 -0.5995
H -2.1082 -1.4732 1.7550
H -0.4602 -2.2582 1.9451
H -1.1406 1.1452 1.6292
H 2.1930 -0.4660 2.6645
H 1.6305 -1.5944 -1.1960
H 3.2308 -1.8367 -0.4494
*
```



Which one is most stable, and which one is least stable? #x is the most stable of them, while #w is the least stable.



#w
The following is a DFT calculation (ωB97M-V/def2-TZVPD) of 5 unconnected molecules or ions with the total composition C17H43BrNO14S3.

Results
frontier orbital gap	8.819	eV

Structure (ORCA input):
```
! wB97M-V def2-TZVPD RIJCOSX def2/J DEFGRID3
* xyz -1 1
O -1.4480 3.8337 4.6235
S -1.4917 2.9499 3.4931
O -2.6499 2.1107 3.3049
C -1.1968 3.7907 1.9632
S 0.5526 4.2035 1.7120
O 1.1003 2.9484 1.2527
O 1.0494 4.7253 2.9541
N 0.5642 5.1922 0.4938
S 0.0923 6.7015 0.4263
O 1.2047 7.5937 0.2999
O -0.9903 6.8141 -0.5121
Br -0.8602 7.3174 2.3549
H -0.3909 2.1718 3.5402
H -1.8765 4.6389 1.9175
H -1.4316 3.0787 1.1749
C -6.2170 10.9271 0.7886
O -5.2719 11.3190 -0.1848
C -3.9982 11.6325 0.3578
C -3.0220 10.4835 0.2395
O -3.4153 9.3798 1.0258
C -3.9645 8.3081 0.2798
H -7.0916 10.5530 0.2582
H -5.8256 10.1378 1.4348
H -6.5191 11.7795 1.4095
H -4.0966 11.9194 1.4106
H -3.6090 12.4938 -0.1942
H -2.0420 10.8156 0.5982
H -2.9117 10.1908 -0.8097
H -3.1897 7.8093 -0.3091
H -4.7696 8.6495 -0.3790
H -4.3673 7.5956 0.9983
C -0.8828 -3.0902 1.8895
O 0.2006 -2.7343 1.0516
C -0.1121 -1.6766 0.1530
C 0.4126 -0.3434 0.6331
O -0.2251 0.0648 1.8277
C 0.5690 -0.1198 2.9810
H -0.4949 -3.7665 2.6502
H -1.3186 -2.2145 2.3757
H -1.6651 -3.6074 1.3206
H -1.1950 -1.6168 0.0055
H 0.3461 -1.9142 -0.8125
H 0.2095 0.4159 -0.1274
H 1.4970 -0.3894 0.7730
H 1.4076 0.5858 2.9822
H 0.9566 -1.1398 3.0609
H -0.0630 0.0767 3.8472
C 1.0917 -4.4664 -4.5652
O 1.4276 -5.2742 -3.4541
C 1.2232 -4.6341 -2.2033
C -0.0528 -5.0852 -1.5322
O -1.2039 -4.6860 -2.2605
C -1.7727 -5.7189 -3.0376
H 1.1250 -5.1023 -5.4485
H 0.0897 -4.0416 -4.4658
H 1.8122 -3.6507 -4.6903
H 1.2171 -3.5466 -2.3250
H 2.0696 -4.8934 -1.5599
H -0.1068 -4.6229 -0.5424
H -0.0403 -6.1735 -1.4055
H -2.2515 -6.4721 -2.4011
H -1.0256 -6.2105 -3.6667
H -2.5317 -5.2652 -3.6730
C 3.8788 -9.6664 0.0403
O 3.6564 -8.9870 -1.1787
C 3.5539 -7.5789 -1.0341
C 4.8340 -6.8761 -1.4238
O 5.9055 -7.1975 -0.5516
C 6.7978 -8.1575 -1.0786
H 4.1058 -10.7029 -0.2043
H 4.7167 -9.2368 0.5955
H 2.9844 -9.6420 0.6731
H 3.2852 -7.3202 -0.0044
H 2.7520 -7.2350 -1.6946
H 4.6753 -5.7949 -1.3708
H 5.0927 -7.1296 -2.4569
H 7.3914 -7.7352 -1.8974
H 6.2700 -9.0427 -1.4433
H 7.4706 -8.4492 -0.2738
*
```



#x
The following is a DFT calculation (ωB97M-V/def2-TZVPD) of a molecular structure, C17H43BrNO14S3.

Results
frontier orbital gap	8.555	eV

Structure (ORCA input):
```
! wB97M-V def2-TZVPD RIJCOSX def2/J DEFGRID3
* xyz -1 1
O -0.4796 -4.2838 4.0818
S -0.3552 -3.5726 2.8621
O 0.6906 -4.0361 2.0120
C -1.8814 -3.5408 1.9360
S -3.0315 -2.3837 2.7223
O -2.5461 -1.1199 2.2523
O -2.8994 -2.4960 4.1319
N -4.4930 -2.5721 2.1270
S -5.3462 -3.9170 2.4796
O -6.4739 -3.6059 3.2785
O -5.6976 -4.5470 1.2514
Br -4.2134 -5.4039 3.6787
H -0.1659 -2.2794 3.1927
H -2.2533 -4.5501 1.7968
H -1.6579 -3.1300 0.9541
C -5.4098 -11.6341 1.4997
O -6.6655 -10.9969 1.3724
C -7.0459 -10.2796 2.5393
C -6.8102 -8.7932 2.3920
O -5.4309 -8.4909 2.3095
C -4.9959 -8.2100 0.9902
H -5.1140 -11.9814 0.5106
H -4.6465 -10.9493 1.8763
H -5.4849 -12.5001 2.1684
H -6.5141 -10.6617 3.4164
H -8.1165 -10.4551 2.6887
H -7.1987 -8.2860 3.2814
H -7.3461 -8.4028 1.5219
H -5.3613 -7.2290 0.6695
H -5.3266 -8.9774 0.2840
H -3.9070 -8.1891 1.0019
C 3.4973 0.5711 0.1780
O 2.4237 1.4851 0.0407
C 1.2989 0.9131 -0.6187
C 0.2121 0.5235 0.3567
O 0.6279 -0.5398 1.1951
C 0.9951 -0.0970 2.4878
H 4.2235 1.0148 0.8582
H 3.1639 -0.3837 0.5900
H 3.9812 0.4005 -0.7912
H 1.6028 0.0492 -1.2168
H 0.9036 1.6738 -1.3007
H -0.6576 0.1701 -0.2053
H -0.1020 1.3863 0.9510
H 0.1011 0.1909 3.0527
H 1.6919 0.7447 2.4504
H 1.4838 -0.9251 3.0021
C 1.1451 4.7405 -4.9311
O 2.1388 5.1395 -4.0051
C 2.2180 4.2881 -2.8691
C 3.3843 3.3333 -2.9683
O 3.2026 2.3936 -4.0190
C 3.9488 2.7028 -5.1796
H 1.2922 5.3186 -5.8423
H 1.2203 3.6773 -5.1707
H 0.1457 4.9547 -4.5368
H 1.2827 3.7386 -2.7299
H 2.3633 4.9318 -1.9956
H 3.4511 2.7652 -2.0352
H 4.3214 3.8843 -3.0992
H 5.0143 2.5055 -5.0157
H 3.8145 3.7447 -5.4814
H 3.5945 2.0571 -5.9819
C 6.2283 8.5486 -0.7932
O 5.2506 8.3551 -1.7975
C 4.2070 7.4767 -1.3986
C 2.9594 8.2360 -1.0112
O 3.1561 9.0046 0.1672
C 3.3605 10.3797 -0.0925
H 6.8647 9.3748 -1.1072
H 5.7755 8.7972 0.1697
H 6.8474 7.6512 -0.6830
H 4.5361 6.8325 -0.5773
H 3.9753 6.8392 -2.2581
H 2.1621 7.5173 -0.7977
H 2.6290 8.8716 -1.8379
H 2.4231 10.8565 -0.4004
H 4.1188 10.5374 -0.8635
H 3.6996 10.8434 0.8327
*
```



Which one is most stable, and which one is least stable? #w is the most stable of them, while #x is the least stable.



#w
The following is a DFT calculation (ωB97M-V/def2-TZVPD) of C2H2FNO2 in the gas phase.

Results
structure (SMILES)	C=C(F)[N+](=O)[O-]
frontier orbital gap (alpha / beta)	8.602 / 8.632	eV

Structure (ORCA input):
```
! wB97M-V def2-TZVPD RIJCOSX def2/J DEFGRID3
* xyz 0 1
C -0.1417 0.0745 -0.0582
C -1.7869 0.5123 0.0929
F -2.2186 1.7711 0.0539
N -2.7730 -0.4615 0.0381
O -2.3659 -1.6435 0.1010
O -3.9004 -0.1269 -0.1374
H 0.3351 0.9813 -0.5623
H 0.1059 -1.0396 -0.0777
*
```



#x
The following is a DFT calculation (ωB97M-V/def2-TZVPD) of a molecular structure, C2H2FNO2.

Results
frontier orbital gap (alpha / beta)	8.475 / 8.474	eV

Structure (ORCA input):
```
! wB97M-V def2-TZVPD RIJCOSX def2/J DEFGRID3
* xyz 0 1
C -0.8229 0.2346 0.6346
C 0.7800 1.0563 -0.2594
N 1.5701 0.6942 0.7562
O -1.5884 1.0306 0.9751
O 1.7556 -0.4980 0.9395
F 0.4320 2.3203 -0.4027
H -0.4714 -0.8468 0.8671
H 0.8040 0.6158 -1.2460
*
```



Which one is most stable, and which one is least stable? #x is the most stable of them, while #w is the least stable.